{"formula": "C3H4O2S", "method": "ωB97M-V with the def2-TZVPD basis set", "symbols": ["C", "C", "C", "O", "O", "S", "H", "H", "H", "H"], "coordinates": [[0.417, 0.026, 0.282], [1.622, -0.045, 0.222], [-1.027, 0.088, 0.556], [4.032, -0.351, 1.187], [3.690, 0.801, -1.061], [3.378, -0.192, -0.081], [-1.559, 0.964, 0.146], [-1.285, -0.878, -0.037], [-1.063, -0.012, 1.673], [3.232, -2.019, -0.717]], "lowdin_charge": [-0.1459, -0.1387, -0.0833, -0.3310, -0.3317, 0.6365, 0.0858, 0.1209, 0.1009, 0.0863], "homo_ev": [-7.727, -10.897], "max_force_ev_per_a": 2.87, "gap_ev": [8.365, 7.505], "spin_multiplicity": 3, "s2": 2.01, "charge": 0}

---

{"formula": "C3H4O2Tl", "method": "ωB97M-V with the def2-TZVPD basis set", "symbols": ["H", "O", "O", "C", "C", "C", "H", "H", "H", "Tl"], "coordinates": [[-1.228, 0.424, 0.300], [0.114, -1.063, 0.469], [1.713, 0.313, 0.248], [-0.434, -0.115, -0.500], [0.816, 0.663, -0.859], [1.253, -0.626, 0.996], [-0.907, -0.703, -1.288], [1.298, 0.352, -1.792], [0.689, 1.750, -0.850], [-0.545, -1.484, 2.545]], "lowdin_charge": [0.2122, -0.2895, 0.1391, -0.0153, 0.0164, -0.0302, 0.1672, 0.1774, 0.1739, 1.4487], "homo_ev": [-21.466, -21.594], "max_force_ev_per_a": 6.05, "gap_ev": [10.671, 6.802], "spin_multiplicity": 2, "s2": 0.76, "charge": 2}

---

{"formula": "C3H4O3", "method": "ωB97M-V with the def2-TZVPD basis set", "symbols": ["C", "C", "C", "O", "O", "O", "H", "H", "H", "H"], "coordinates": [[-1.141, -0.083, -0.082], [-0.164, -0.866, 0.800], [0.267, 0.076, -0.273], [-2.328, 0.100, -0.237], [0.819, 1.724, 0.294], [1.004, -0.205, -1.389], [-0.192, -0.359, 1.694], [-0.165, -1.891, 0.544], [1.523, 1.481, 0.811], [0.377, 0.022, -2.163]], "lowdin_charge": [-0.2718, 0.0699, -0.3281, 0.1440, -0.0490, 0.0684, 0.0996, 0.1196, -0.0270, 0.1744], "homo_ev": -9.709, "max_force_ev_per_a": 6.08, "gap_ev": 9.372, "charge": 0}

---

{"formula": "C3H4O3", "method": "ωB97M-V with the def2-TZVPD basis set", "symbols": ["C", "C", "C", "O", "O", "O", "H", "H", "H", "H"], "coordinates": [[-1.745, -0.506, 0.476], [-0.278, -0.673, -0.036], [0.967, 0.332, 0.030], [-2.374, 0.556, 0.109], [2.075, -0.421, 0.381], [1.031, 1.491, -0.256], [0.133, -1.711, 0.218], [-0.659, -0.726, -1.062], [2.873, 0.171, 0.422], [-2.023, 1.488, -0.281]], "lowdin_charge": [-0.0957, -0.1065, -0.4736, -0.0364, 0.0490, 0.0981, 0.1205, 0.1083, 0.1392, 0.1970], "homo_ev": -8.621, "max_force_ev_per_a": 3.04, "gap_ev": 9.108, "charge": 0}